# C17H16N4O4SSn

A molecular structure, C17H16N4O4SSn (the ωB97M-V functional and the def2-TZVPD basis, OMol25).

XYZ file:
```
43
C17H16N4O4SSn the ωB97M-V functional and the def2-TZVPD basis
Sn -1.36826 0.43764 -1.98091
C 6.53421 -1.71865 1.51595
C 5.31899 -1.32917 0.71979
C 5.37625 -0.27548 -0.19253
C 4.27499 0.07162 -0.95338
C 3.09112 -0.64322 -0.80453
C 3.00851 -1.69091 0.09817
C 4.12489 -2.02665 0.85306
S 1.68291 -0.12439 -1.73126
O 2.10742 0.09362 -3.08378
O 0.66262 -1.15630 -1.49515
N 1.17392 1.23362 -1.12338
C 0.56810 1.15965 0.11048
C 1.22106 1.41880 1.31951
C 0.50365 1.35303 2.49166
C -0.85804 1.04560 2.46665
C -1.44730 0.81325 1.24904
N -0.74518 0.86566 0.10828
H 7.18485 -0.86202 1.69072
H 7.11928 -2.47258 0.98490
H 6.25841 -2.13904 2.48299
H 6.30166 0.27681 -0.30771
H 4.32689 0.88705 -1.66303
H 2.08226 -2.23897 0.20126
H 4.06515 -2.84828 1.55758
H 2.27371 1.66148 1.29759
H 0.99752 1.54548 3.43580
H -1.44789 1.00050 3.37000
H -2.50186 0.59412 1.14907
C -5.74079 -1.59382 -1.03523
N -5.24133 -0.22510 -1.00092
C -6.06793 0.86670 -0.82176
C -5.60216 2.11926 -0.80672
C -4.16729 2.37403 -0.99065
O -3.67343 3.48351 -1.01529
N -3.39811 1.22924 -1.15593
C -3.90452 0.00024 -1.15264
O -3.09966 -0.96314 -1.30663
H -6.80967 -1.56897 -0.83883
H -5.24592 -2.19801 -0.27793
H -5.56145 -2.04386 -2.00985
H -7.11468 0.62778 -0.69151
H -6.26288 2.95983 -0.66295
```

Results
E_LUMO   0.12 eV
Total charge   0


# C17H16NO6SV

A molecular structure, C17H16NO6SV at a distorted geometry (the ωB97M-V functional and the def2-TZVPD basis, OMol25).

XYZ file:
```
42
C17H16NO6SV the ωB97M-V functional and the def2-TZVPD basis
V 0.03063 -0.17682 1.17743
C 4.27274 0.02900 0.75896
C 2.89858 0.51218 1.02909
O 1.94111 -0.28945 0.79259
C 2.63249 1.85223 1.50664
C 3.66905 2.78097 1.68560
C 3.39608 4.08956 2.03467
C 2.08140 4.50950 2.20225
C 1.02075 3.62366 2.03784
C 1.31225 2.31781 1.70936
O 0.24795 1.47713 1.53263
H 4.25588 -1.04087 0.57233
H 4.94079 0.25680 1.58877
H 4.66396 0.54152 -0.12521
H 4.69564 2.47429 1.54315
H 4.20721 4.79012 2.17339
H 1.87529 5.53820 2.46637
H -0.00569 3.93546 2.16941
C -1.53868 -2.99901 -4.68881
C -1.85808 -2.16769 -3.48769
C -3.17933 -1.89297 -3.13675
C -3.49209 -1.14700 -2.01125
C -2.45839 -0.65157 -1.23032
C -1.13087 -0.91890 -1.56031
C -0.82823 -1.67563 -2.66941
S -2.81564 0.37944 0.13100
O -4.12677 0.18676 0.62512
O -2.17308 1.64024 0.00349
N -1.73349 -0.47723 1.26228
C -2.25385 -1.62227 1.95434
C -1.07002 -2.24824 2.68104
O -0.95088 -3.19420 3.33586
O 0.13838 -1.42166 2.36838
H -2.28255 -2.85859 -5.47063
H -1.54203 -4.05711 -4.41697
H -0.55596 -2.76140 -5.09104
H -3.98321 -2.26764 -3.75686
H -4.52105 -0.93634 -1.75016
H -0.26864 -0.55174 -0.96512
H 0.20269 -1.89004 -2.91803
H -2.68189 -2.36473 1.27215
H -3.03242 -1.32375 2.66443
```

Results
E_LUMO (spin up / spin down)   -10.02 / -10.03 eV
Total charge   +2


# C17H17BN2O4

A single C17H17BN2O4 molecule at a distorted geometry (the ωB97M-V functional and the def2-TZVPD basis, OMol25).

XYZ file:
```
41
C17H17BN2O4 the ωB97M-V functional and the def2-TZVPD basis
O 0.65003 1.33150 -1.56337
C -0.47913 0.90046 -1.53382
C -1.57916 1.58163 -2.28075
C -1.35189 1.77086 -3.73166
C -0.11452 2.13548 -4.22493
C 0.03672 2.23742 -5.59336
N -0.93077 2.07362 -6.47652
C -2.14105 1.79878 -5.98463
C -2.37096 1.63634 -4.63567
N -0.86948 -0.12129 -0.71617
C 0.06446 -0.72569 0.24039
C -0.58151 -1.49678 1.38371
C 0.35001 -1.78724 2.48916
C 1.33563 -2.75437 2.53737
O 2.02841 -2.74021 3.76120
C 1.56228 -1.61786 4.41235
C 1.92340 -1.06035 5.63226
C 1.32040 0.11137 5.99993
C 0.31906 0.71916 5.20848
C -0.12503 0.15622 4.06896
C 0.51675 -1.03531 3.66418
B 1.18104 -1.57871 -0.55570
O 2.12747 -0.89640 -1.31483
O 1.15871 -2.96164 -0.65186
H -1.86590 2.54797 -1.84297
H -2.47715 0.99028 -2.15908
H 0.69143 2.23466 -3.48547
H 0.98106 2.56732 -6.00233
H -2.97095 1.70206 -6.70111
H -3.34943 1.41623 -4.26295
H -1.82006 -0.50316 -0.67930
H 0.66822 0.06746 0.68522
H -1.38303 -0.88979 1.80845
H -1.05254 -2.37892 0.92103
H 1.62315 -3.42270 1.73834
H 2.75090 -1.46957 6.20588
H 1.51460 0.51014 6.97719
H -0.24719 1.57594 5.54745
H -0.98379 0.54591 3.54922
H 1.88593 0.04014 -1.37645
H 2.00390 -3.21100 -1.05783
```

Results
Structure (SMILES)   O=C(Cc1ccncc1)N[C@@H](Cc1coc2ccccc12)B(O)O
E_LUMO   0.35 eV
Total charge   0


# C17H17CdI2NPS

A molecular structure, C17H17CdI2NPS at a distorted geometry (the ωB97M-V functional and the def2-TZVPD basis, OMol25).

XYZ file:
```
40
C17H17CdI2NPS the ωB97M-V functional and the def2-TZVPD basis
Cd -1.21097 -1.61112 0.25408
S -1.36346 0.21961 4.30623
C -1.39666 -1.44591 4.65321
C -1.46296 -2.20614 3.52363
C -1.48479 -1.41409 2.34280
C -1.44666 -0.07167 2.60661
C -1.45632 1.02625 1.61058
C -1.42926 2.36888 1.97879
C -1.47508 3.34774 1.00554
C -1.55336 2.98202 -0.33026
C -1.56762 1.64092 -0.63325
N -1.51223 0.68640 0.30486
H -1.36956 -1.78543 5.68138
H -1.49894 -3.28515 3.54592
H -1.38798 2.63443 3.02748
H -1.45754 4.39378 1.28827
H -1.60036 3.71799 -1.12258
H -1.63168 1.30447 -1.65995
C 3.27683 -1.62748 0.27752
P 1.54249 -1.56666 -0.27121
C 1.49690 -3.04620 -1.36645
C 1.53105 -0.18873 -1.46779
C 1.04065 -0.33052 -2.76523
C 1.00654 0.76028 -3.62985
C 1.46141 1.99968 -3.20562
C 1.94232 2.15129 -1.90960
C 1.96900 1.06689 -1.04424
H 3.52554 -0.75095 0.87095
H 3.91423 -1.66882 -0.60419
H 3.43028 -2.51267 0.89330
H 2.26503 -3.01250 -2.14045
H 0.52505 -3.16684 -1.84433
H 1.66010 -3.92551 -0.74234
H 0.71526 -1.29689 -3.13108
H 0.64560 0.63108 -4.64359
H 1.44561 2.84515 -3.88383
H 2.30210 3.11591 -1.57293
H 2.34608 1.20082 -0.03477
I -4.62370 -1.58202 0.38637
I -7.11295 -1.59827 -0.55397
```

Results
E_LUMO   -4.60 eV
Total charge   +1


# C17H17Cl6N3

5 unconnected molecules or ions with the total composition C17H17Cl6N3 at a distorted geometry (the ωB97M-V functional and the def2-TZVPD basis, OMol25).

XYZ file:
```
43
C17H17Cl6N3 the ωB97M-V functional and the def2-TZVPD basis
N 2.32639 2.35517 -0.57966
C 3.42745 3.11540 -0.60663
C 4.74246 2.63908 -0.80600
C 4.92322 1.30725 -1.05636
C 3.80312 0.46409 -1.09219
C 2.53046 1.03660 -0.89975
H 3.28798 4.15958 -0.36865
H 5.55851 3.34608 -0.78122
H 5.92083 0.91531 -1.18883
H 3.98475 -0.59542 -1.19639
H 1.65252 0.42128 -1.03014
N 2.57601 -2.87560 -0.16787
C 2.33843 -2.30918 1.05445
C 1.11492 -2.42455 1.73443
C 0.09012 -3.11955 1.16393
C 0.34325 -3.75794 -0.04138
C 1.58545 -3.61752 -0.65301
H 3.14185 -1.89357 1.64453
H 0.88068 -1.96379 2.68270
H -0.87070 -3.24792 1.64011
H -0.39356 -4.38212 -0.52501
H 1.67311 -4.05960 -1.63448
N -2.27427 2.01858 1.04269
C -1.20718 1.25221 0.76493
C -1.29550 -0.06347 0.37278
C -2.56717 -0.64386 0.19470
C -3.66962 0.20520 0.28052
C -3.47766 1.50016 0.75016
H -0.20456 1.63535 0.88474
H -0.41043 -0.67404 0.27153
H -2.68070 -1.68841 -0.05519
H -4.63040 -0.17398 -0.03493
H -4.38973 2.07573 0.80710
C -5.41569 -2.76634 -3.50271
Cl -3.98260 -2.61508 -2.48109
Cl -6.17485 -1.19236 -3.79060
Cl -6.58964 -3.95929 -2.80685
H -5.05252 -3.16309 -4.45076
C -0.22308 4.49151 2.87499
Cl 0.65338 3.52263 4.07084
Cl 0.39831 4.32085 1.23504
Cl -0.16572 6.18485 3.35791
H -1.27764 4.21979 2.92162
```

Results
E_LUMO (spin up / spin down)   2.14 / 2.12 eV
⟨S²⟩   0.76
Multiplicity   2
Total charge   -1


Electronic energy values (in eV) by entry order: -48707.12392, -68168.56978, -29754.23369, -60278.53518, -97507.92360.